Record 1
{"formula": "C25H72BeNO12", "method": "ωB97M-V with the def2-TZVPD basis set", "homo_ev": -10.2431, "orbital_gap_ev": 4.025, "energy_ev": -53538.362, "mol_weight_g_mol": 587.9, "max_force_ev_per_a": 3.436, "charge": 1, "elements": ["Be", "C", "C", "C", "C", "C", "C", "N", "O", "C", "C", "C", "H", "H", "H", "H", "H", "H", "H", "H", "H", "H", "H", "H", "H", "H", "H", "H", "H", "H", "C", "C", "O", "H", "H", "H", "H", "H", "H", "C", "C", "O", "H", "H", "H", "H", "H", "H", "C", "C", "O", "H", "H", "H", "H", "H", "H", "C", "C", "O", "H", "H", "H", "H", "H", "H", "C", "C", "O", "H", "H", "H", "H", "H", "H", "O", "H", "H", "O", "H", "H", "O", "H", "H", "O", "H", "H", "C", "C", "C", "O", "H", "H", "H", "H", "H", "H", "H", "H", "C", "C", "C", "O", "H", "H", "H", "H", "H", "H", "H", "H"], "xyz": [[-2.628711, -2.607171, 3.164237], [-1.976279, 0.290940, -0.881728], [-0.660051, -0.485927, -0.825465], [0.372945, 0.306792, -1.656752], [1.888090, -0.118698, -1.366334], [2.228808, 0.141614, 0.135812], [1.281123, -0.637065, 1.059987], [-0.149686, -0.508064, 0.687981], [-0.997163, -1.184741, 1.576046], [1.585371, -0.040946, 2.521709], [1.836788, -2.061558, 0.991560], [-0.901128, -1.919154, -1.450201], [-2.273867, 0.747564, -1.825669], [-1.986311, 1.144215, -0.203551], [-2.898091, -0.132174, -0.482548], [0.233022, 1.387594, -1.636857], [0.195441, 0.043079, -2.699365], [2.475459, 0.495001, -2.049328], [2.052134, -1.156403, -1.656771], [2.352001, 1.177415, 0.452111], [3.256793, -0.205880, 0.238735], [2.584677, -0.361356, 2.816339], [0.807867, -0.313534, 3.235337], [1.794822, 1.028582, 2.540413], [1.220285, -2.616442, 0.284353], [1.732777, -2.619364, 1.922214], [2.875871, -2.149489, 0.674263], [-1.019107, -1.692873, -2.509911], [-1.890166, -2.248653, -1.131880], [-0.213033, -2.748573, -1.286891], [3.674026, -5.916974, 0.467743], [3.988272, -5.512459, 1.881296], [4.094692, -6.711857, 2.620673], [4.448789, -6.550326, 0.035654], [3.712591, -5.030137, -0.164818], [2.661335, -6.318129, 0.508127], [3.155747, -4.865429, 2.157614], [4.899131, -4.923388, 1.988189], [4.985770, -7.069039, 2.623044], [-1.037325, 3.888123, 3.247503], [-1.033191, 2.755464, 2.148474], [-1.874829, 1.653954, 2.405058], [-0.829418, 3.491027, 4.241073], [-2.050550, 4.273638, 3.360976], [-0.489966, 4.796889, 2.997248], [-0.031343, 2.394940, 1.915220], [-1.444827, 3.319606, 1.311575], [-1.531442, 0.937889, 1.865666], [-1.015340, -3.417639, -5.292275], [-0.719368, -2.224208, -6.206144], [0.085639, -1.289397, -5.517757], [-0.244707, -3.443793, -4.521852], [-1.268955, -4.378292, -5.740534], [-1.799346, -3.115578, -4.597880], [-1.588903, -1.720206, -6.628042], [-0.098152, -2.603726, -7.017421], [-0.375479, -0.981654, -4.734004], [0.464508, 1.214589, 7.180594], [0.158291, 0.805949, 5.734889], [-1.156036, 1.231905, 5.487202], [-0.033038, 0.643218, 7.964239], [0.290069, 2.268104, 7.399185], [1.534524, 1.041809, 7.295938], [0.309314, -0.248083, 5.501868], [0.762715, 1.332194, 4.996075], [-1.370363, 1.266920, 4.552084], [1.816565, 4.233213, -1.020135], [1.154115, 5.532429, -1.399032], [-0.245490, 5.527956, -1.188206], [2.878351, 4.309581, -1.254412], [1.216764, 3.477195, -1.526872], [1.698609, 3.944875, 0.024401], [1.604261, 5.758956, -2.365546], [1.451975, 6.402383, -0.813743], [-0.500948, 6.444818, -1.313519], [-3.472923, -0.234393, 3.471491], [-4.177908, 0.404634, 3.575778], [-2.695747, 0.293453, 3.288155], [-0.415005, -4.035879, 3.647984], [0.411704, -3.568795, 3.768927], [-0.310790, -4.842716, 4.152348], [-3.677542, -2.101720, 0.890662], [-2.933510, -1.786637, 0.377471], [-4.438087, -1.671670, 0.499685], [5.114787, -0.973790, 3.026216], [4.781522, -1.535188, 2.326221], [4.626786, -1.244570, 3.803883], [-5.243013, 1.487996, -0.583459], [-6.292697, 0.491929, -0.047118], [-7.589000, 0.674788, -0.768671], [-5.925411, -0.837711, 0.021857], [-4.825108, 1.369676, -1.583196], [-4.554341, 1.460826, 0.260992], [-5.699447, 2.473836, -0.672259], [-6.512711, 0.792537, 0.977250], [-7.839106, 1.733621, -0.702168], [-8.308474, 0.044384, -0.246145], [-7.339685, 0.299229, -1.761098], [-6.042033, -1.257449, -0.833608], [4.477731, 2.607213, -4.307612], [3.427508, 1.626605, -4.837781], [2.069422, 2.257303, -5.022096], [3.803548, 1.206326, -6.057428], [4.665131, 3.480584, -4.932277], [5.377895, 2.023837, -4.114013], [4.235865, 2.930431, -3.295134], [3.412266, 0.828777, -4.095263], [1.346409, 1.638767, -5.553845], [2.192601, 3.238975, -5.479534], [1.707483, 2.551202, -4.036842], [3.154163, 0.591549, -6.406635]], "forces_ev_per_a": [[0.3, 1.2, -1.6], [-0.9, 1.0, 1.2], [0.7, -0.2, 0.6], [1.5, -1.3, 0.0], [-1.8, 1.7, 0.5], [0.1, 0.0, -1.7], [2.2, 1.3, 1.3], [-2.0, -2.6, 0.6], [1.2, 2.5, -1.6], [-0.2, -0.4, -1.1], [-1.4, -1.4, 0.1], [-0.6, 1.1, 0.5], [0.6, -0.4, -0.4], [0.8, 0.4, 0.0], [0.2, -1.0, -0.3], [0.1, 0.0, 0.6], [-0.2, 0.0, -0.1], [0.3, 0.0, 0.2], [-0.1, -0.1, 0.2], [-0.7, 0.4, -0.6], [-0.1, -0.3, 0.5], [-0.2, -0.8, 0.1], [0.2, -0.1, 0.0], [-0.9, 0.3, -0.3], [0.2, -0.2, -0.1], [-0.1, 0.2, 0.2], [-0.1, 0.3, 0.0], [0.2, -0.4, -0.1], [0.1, -0.3, 0.0], [0.3, 0.5, 0.0], [0.4, 1.0, -0.5], [0.8, -0.5, -0.8], [-0.8, 0.1, 1.2], [-0.4, -0.5, 0.2], [-0.4, 0.2, -0.2], [0.3, -0.4, -0.6], [-0.1, -0.3, 1.0], [0.1, 0.1, -0.1], [0.1, 0.3, -0.2], [-1.0, -1.4, 0.2], [0.3, 2.7, 0.2], [-0.2, -0.2, 0.8], [0.6, 0.2, 0.0], [-0.3, -0.2, -0.2], [0.6, -0.5, -0.2], [0.1, 0.2, 0.1], [0.2, -0.4, -0.6], [0.1, -0.4, -0.3], [-0.7, 1.2, 1.1], [0.6, -1.1, -0.1], [0.4, 0.5, 0.1], [0.8, -0.7, -0.7], [0.2, 0.2, 0.0], [-0.9, -0.2, -0.3], [-0.2, -0.3, 0.0], [0.0, 0.3, -0.2], [-0.2, 0.0, 0.0], [1.1, -0.5, -0.4], [-0.4, 1.1, 0.1], [-1.4, -0.2, 0.2], [-0.2, -0.2, -0.4], [-0.1, 0.0, -0.4], [0.2, 0.0, 0.3], [-0.1, -0.4, 0.5], [0.7, 0.2, 0.3], [0.2, 0.0, -0.2], [-1.0, 0.1, 0.8], [1.1, 1.1, 1.2], [-0.2, -0.6, -1.0], [-0.2, -0.5, -0.3], [0.7, -0.4, -0.6], [0.1, 0.4, 0.3], [-1.1, 0.1, -0.9], [0.9, -0.2, 0.4], [-0.4, 0.0, 0.0], [0.3, -1.5, 0.1], [-0.4, 0.0, 0.1], [0.3, 0.5, -0.1], [-0.6, 0.3, -0.2], [0.2, 0.3, 0.0], [-0.1, -0.4, 0.2], [0.9, -1.0, 0.9], [0.5, 0.0, 0.2], [-1.1, 0.6, 0.2], [0.0, 0.2, -0.1], [0.0, -0.2, -0.2], [0.0, -0.1, 0.3], [-0.4, -0.3, 1.0], [-0.7, 2.4, 0.0], [0.4, -0.7, 0.3], [0.9, -1.4, 0.0], [0.2, -0.8, 0.2], [0.9, 0.6, -0.7], [-0.1, 0.1, 0.5], [0.4, 0.0, 0.3], [-0.4, -0.2, -0.5], [-0.4, 0.1, -0.5], [-0.9, 0.3, -0.5], [-0.2, 0.0, -0.3], [0.0, -0.6, 0.6], [-0.7, 1.6, 1.5], [-0.2, 1.1, 1.5], [1.8, -1.4, -2.6], [0.0, -0.2, -0.1], [0.4, 0.2, -0.6], [-0.5, 0.3, 0.0], [-0.3, -0.5, 0.1], [0.1, 0.0, 0.1], [0.0, -0.2, -0.6], [-0.6, -0.3, 0.3], [0.0, -0.1, -0.1]]}

***

Record 2
{"formula": "C25H72N4O9", "method": "ωB97M-V with the def2-TZVPD basis set", "homo_ev": -9.0557, "orbital_gap_ev": 9.783, "relative_energy_kcal_mol": 44.7, "smiles": "COC[C@H](C)N.COC[C@H](C)N.COC[C@H](C)N.COC[C@H](C)N.CC(C)O.CC(C)O.CO.CO.CO", "energy_ev": -51475.431, "mol_weight_g_mol": 572.9, "max_force_ev_per_a": 3.218, "charge": 0, "elements": ["C", "O", "C", "C", "C", "N", "H", "H", "H", "H", "H", "H", "H", "H", "H", "H", "H", "C", "O", "C", "C", "C", "N", "H", "H", "H", "H", "H", "H", "H", "H", "H", "H", "H", "C", "O", "C", "C", "C", "N", "H", "H", "H", "H", "H", "H", "H", "H", "H", "H", "H", "C", "O", "C", "C", "C", "N", "H", "H", "H", "H", "H", "H", "H", "H", "H", "H", "H", "C", "C", "C", "O", "H", "H", "H", "H", "H", "H", "H", "H", "C", "C", "C", "O", "H", "H", "H", "H", "H", "H", "H", "H", "C", "O", "H", "H", "H", "H", "C", "O", "H", "H", "H", "H", "C", "O", "H", "H", "H", "H"], "xyz": [[-18.039112, -1.976533, 13.218369], [-18.595549, -1.742613, 14.513437], [-18.482123, -0.380006, 14.850297], [-18.964555, -0.171547, 16.314727], [-18.855697, 1.338763, 16.707538], [-18.157860, -0.930834, 17.269310], [-16.889571, -2.058200, 13.244262], [-18.298936, -1.157636, 12.488723], [-18.350398, -2.873188, 12.791939], [-17.397796, -0.015624, 14.798209], [-19.059357, 0.358804, 14.250225], [-19.973307, -0.454825, 16.327536], [-17.949700, 1.475673, 17.358368], [-19.727187, 1.549549, 17.349901], [-18.761529, 2.052464, 15.932212], [-18.383562, -1.905162, 17.491303], [-18.136130, -0.402703, 18.118839], [-18.048501, -3.994272, 10.542150], [-17.573641, -5.013734, 11.366896], [-16.174877, -5.193828, 11.224335], [-15.679622, -5.814216, 12.549355], [-15.879446, -4.936530, 13.723597], [-14.262970, -6.159469, 12.367454], [-18.971604, -3.601166, 10.926132], [-18.155512, -4.341579, 9.496960], [-17.395868, -3.093470, 10.532677], [-15.955974, -5.916443, 10.436785], [-15.641857, -4.261389, 11.084532], [-16.301298, -6.745557, 12.752335], [-15.514448, -5.386265, 14.652696], [-16.935611, -4.665293, 13.951655], [-15.325559, -4.007852, 13.709467], [-13.635905, -5.379999, 12.111248], [-14.151963, -6.874405, 11.647053], [-13.862980, 2.138898, 15.459977], [-13.383072, 1.885537, 16.754740], [-14.382072, 2.119540, 17.660243], [-13.985656, 1.506998, 18.978253], [-14.234899, 0.051024, 18.962922], [-14.777202, 2.111572, 20.035817], [-13.112886, 1.853459, 14.744987], [-14.102682, 3.233030, 15.364112], [-14.824540, 1.643860, 15.176433], [-14.582381, 3.228286, 17.671798], [-15.323018, 1.666491, 17.369804], [-12.980964, 1.731896, 19.187024], [-15.204578, -0.166082, 18.649252], [-14.045864, -0.368060, 19.993198], [-13.519792, -0.426819, 18.287302], [-14.308837, 2.989656, 20.248067], [-14.576374, 1.516542, 20.873705], [-19.390045, -5.432819, 14.260189], [-18.695880, -5.724880, 15.464506], [-19.191824, -4.819609, 16.401654], [-18.485905, -5.148725, 17.765946], [-18.994137, -6.507908, 18.241133], [-18.816330, -4.034942, 18.643141], [-20.419972, -5.526489, 14.346323], [-19.026095, -6.249349, 13.685670], [-19.046490, -4.447647, 13.873300], [-18.948533, -3.781101, 16.204033], [-20.310769, -4.943604, 16.466811], [-17.460436, -5.075036, 17.468474], [-18.819365, -6.678014, 19.327318], [-18.471022, -7.268601, 17.653548], [-20.002204, -6.722791, 17.924621], [-18.332089, -4.044086, 19.527096], [-19.778212, -3.979812, 18.879484], [-11.963647, -4.378155, 16.881398], [-12.015771, -4.987799, 15.482638], [-10.696653, -5.628596, 15.199582], [-13.007715, -6.003076, 15.458509], [-11.765757, -5.116344, 17.679290], [-12.983040, -3.969914, 17.055396], [-11.248652, -3.544104, 16.739679], [-12.169322, -4.265089, 14.734421], [-10.794628, -6.351327, 14.392015], [-10.069214, -6.003508, 16.102575], [-9.990553, -4.804159, 14.910485], [-13.598676, -5.998665, 14.701453], [-14.582328, -0.253500, 11.469261], [-13.569478, -1.377744, 11.237279], [-12.158904, -0.953279, 10.804076], [-13.520295, -2.237764, 12.310348], [-14.525149, 0.457860, 10.629572], [-14.345762, 0.157369, 12.416452], [-15.622603, -0.633604, 11.415884], [-13.894878, -1.978113, 10.382882], [-11.436610, -1.795682, 10.729394], [-11.714963, -0.229650, 11.537412], [-12.134195, -0.455593, 9.861958], [-13.010704, -1.912433, 13.150665], [-10.473170, 0.560548, 17.196062], [-11.484957, -0.088881, 16.395368], [-10.922726, 1.163219, 18.040001], [-9.839996, -0.307559, 17.663331], [-9.801247, 1.246697, 16.535074], [-12.298141, 0.389535, 16.557020], [-10.039113, -2.179285, 13.848339], [-11.350327, -1.758081, 14.148483], [-9.488127, -1.303760, 13.465802], [-9.562665, -2.461586, 14.831969], [-10.099201, -3.035447, 13.096822], [-11.335836, -1.240518, 14.983987], [-14.879129, -1.787263, 15.267797], [-14.925732, -0.486546, 15.904873], [-14.077538, -2.374569, 15.641159], [-15.789566, -2.291304, 15.528165], [-14.805907, -1.715747, 14.149569], [-15.617480, -0.609885, 16.526254]], "forces_ev_per_a": [[2.1, 2.1, 0.1], [0.1, 0.4, -1.2], [1.2, 1.3, 1.6], [2.1, 0.7, -1.0], [0.3, -1.5, 2.0], [0.6, -0.1, -0.2], [-1.5, 0.4, 0.2], [0.1, -0.6, 0.7], [-0.9, -1.6, -0.2], [-1.1, -0.6, 0.0], [0.0, -0.9, -0.3], [-1.7, -0.5, 0.1], [-0.7, -0.1, -0.6], [0.3, 0.3, -0.3], [-0.2, 0.5, -1.1], [-0.3, 0.4, -0.4], [0.1, -0.1, 0.6], [0.4, 0.7, -0.9], [0.3, 0.6, -0.1], [-0.5, -1.1, 1.6], [-0.2, -0.8, -1.3], [-0.6, 1.0, 1.9], [0.6, -0.4, 0.2], [-0.8, -0.3, 0.0], [-0.1, 0.2, 0.3], [0.1, -0.5, 0.0], [0.0, 0.2, -0.4], [0.1, 0.4, -0.3], [1.0, 0.8, -0.5], [-0.2, -0.4, -0.1], [0.7, -0.4, -0.5], [0.3, 0.4, -0.6], [-0.9, -0.2, 0.2], [0.0, 0.2, 0.3], [-1.1, 1.4, -0.9], [0.4, -0.8, -1.3], [-0.8, 1.3, 1.0], [-1.3, 0.9, 0.0], [2.5, -1.1, 1.3], [0.2, -0.3, 1.6], [0.4, 0.0, -0.3], [0.5, -0.6, 0.0], [0.9, -0.1, 0.7], [0.2, -0.7, 0.5], [-0.4, -0.2, -0.3], [1.8, 0.0, -0.1], [-1.7, -0.5, -0.3], [-0.3, 0.2, -1.0], [-0.2, -0.2, 0.0], [-0.4, 0.2, 0.1], [-0.6, 0.8, -0.7], [3.1, -0.2, -0.3], [-0.9, 0.9, 0.1], [0.1, -0.6, 2.2], [-2.7, 0.6, -1.0], [1.6, -0.7, 0.0], [1.0, 0.6, 0.1], [-2.1, 0.2, 0.4], [0.0, -0.3, -1.5], [-0.6, -0.7, 0.0], [0.0, 0.3, -0.6], [0.8, 0.3, 0.2], [0.9, -0.4, 0.5], [-0.2, 0.0, -0.8], [0.3, -0.1, 0.4], [-0.7, 0.5, 0.4], [0.3, -0.2, 0.1], [-1.1, -0.2, 0.0], [-1.3, 0.9, -1.0], [0.2, -2.1, 1.8], [3.1, 0.7, 0.6], [-0.5, -0.3, 0.7], [0.3, 0.4, -0.6], [0.7, 0.1, 0.2], [-0.2, -0.3, 1.0], [-0.6, 1.2, -0.9], [0.3, -0.1, 0.1], [-1.7, -0.1, -1.2], [-0.5, -0.6, -0.4], [0.3, 0.2, -0.5], [-0.1, -0.7, -1.9], [0.6, 0.2, -1.4], [0.9, 0.6, 1.6], [0.7, -0.9, 3.0], [0.2, 0.2, 0.5], [-0.1, 0.9, 0.9], [0.6, 0.0, 0.5], [-0.4, -0.2, 0.1], [-0.8, 0.3, 0.2], [-0.3, -0.5, -0.4], [-0.3, 0.4, -0.9], [-0.7, -0.4, -2.4], [1.3, -0.7, 0.1], [1.1, 0.2, 0.6], [0.4, -0.6, -1.0], [-0.9, 1.8, -0.8], [-1.1, -1.2, 1.2], [-0.8, 0.4, -0.1], [0.3, -0.2, 0.5], [-0.9, 0.2, 0.4], [0.2, -0.6, -0.3], [-0.1, -0.3, -1.2], [0.3, 1.2, 1.1], [-0.1, -0.1, -0.4], [-0.5, 1.0, -0.9], [1.0, -0.8, -1.3], [1.0, -0.5, 0.3], [-0.6, -0.5, -0.1], [-0.1, 0.2, 1.1], [-1.2, 0.2, 1.1]]}